[1]
C7H13O | wB97M-V/def2-TZVPD

Properties
Kohn-Sham gap   5.46 eV
HOMO level   -3.00 eV
Energy relative to the best compared isomer or geometry (same formula, charge and spin)   732.1 kJ/mol
Molar mass   113.2 g mol⁻¹
Net charge   -1

```
21
Properties=species:S:1:pos:R:3:forces:R:3
O 3.422598 -0.154839 0.642922 -0.412 -1.299 -0.869
C 1.594243 -0.259343 -0.962235 1.481 1.340 -0.578
C -1.393939 -0.743902 1.257686 0.517 -0.970 -0.379
C -0.842746 0.330444 0.361417 2.928 1.481 -1.331
C 0.728255 0.223481 0.248879 -3.087 -5.223 -0.018
C 2.901669 -0.955110 -0.355963 -0.720 2.188 1.142
C -1.509112 1.316774 -0.274119 -0.523 -0.690 -1.086
C -2.973282 1.060758 -0.696432 -1.557 0.960 0.055
H 3.588208 -1.099300 -1.194625 0.265 -0.249 -0.463
H 1.441984 1.954521 0.683876 0.212 1.031 -0.029
H -1.274505 -1.761532 0.718468 -0.725 1.350 1.128
H 1.941151 0.596316 -1.723096 -1.104 -1.589 1.766
H 1.010704 -0.445748 1.120706 0.257 0.780 -0.957
H -3.691601 1.878675 -0.252585 1.275 -1.358 -0.758
H 1.255304 1.198783 0.542611 0.936 1.848 0.707
H -0.842541 -0.804072 2.224131 -0.281 0.010 -0.650
H 2.507714 -1.987083 -0.096554 0.384 0.269 0.426
H -2.407268 -0.397603 1.470152 -0.185 -0.925 0.041
H 1.152092 -1.084329 -1.526028 -0.857 0.434 -0.103
H -3.253272 1.057445 -1.840094 1.202 0.278 1.996
H -3.355657 0.075664 -0.349116 -0.005 0.334 -0.042
```
Positions in Å, forces in eV/Å.

***

[2]
C4H6N2O | wB97M-V/def2-TZVPD

Properties
Kohn-Sham gap (alpha / beta)   8.06 / 8.06 eV
HOMO level (alpha / beta)   -7.97 / -7.97 eV
Energy relative to the best compared isomer or geometry (same formula, charge and spin)   667.7 kJ/mol
Molar mass   98.1 g mol⁻¹

```
13
Properties=species:S:1:pos:R:3:forces:R:3
O -0.990519 -0.618436 2.232775 -0.320 0.165 -0.790
N 1.499230 0.159014 -0.893700 0.451 1.298 -0.577
N 0.138014 0.855726 0.783572 -0.439 -0.179 -0.345
C -1.530088 -0.534568 -0.202933 0.641 -0.293 0.108
C -0.864771 0.210238 -1.206631 0.311 1.118 0.321
C -0.720924 -0.218442 0.975042 1.045 -0.580 -0.221
C 0.281053 0.829648 -0.632442 0.095 -1.998 -0.161
H -1.076315 0.174855 -2.274806 0.239 -0.091 0.320
H 0.942026 1.009034 1.389928 -0.345 -0.249 -0.314
H -1.806401 -1.145488 2.141089 0.256 0.101 0.134
H 2.320453 0.660751 -0.567330 0.077 -0.290 0.192
H 1.707179 -0.218468 -1.816752 -0.601 0.362 0.066
H 0.271093 -1.307641 0.003127 -1.409 0.636 1.266
```
Positions in Å, forces in eV/Å.